No. 1
# C5H15NO2

2 unconnected molecules or ions with the total composition C5H15NO2 in a non-equilibrium geometry (the ωB97M-V functional and the def2-TZVPD basis, the OMol25 dataset).

Energy above the lowest of the compared OMol25 structures with the same formula, charge and spin (kJ/mol): 148.1
Molar mass (g/mol): 121.180
LUMO (eV): 0.856
HOMO energy (Eh): -0.3395
Structure (SMILES): CC(C)[C@H](N)CO.O
Spin multiplicity: 1

Each atom is followed by the atoms it is bonded to, with distances in Å.
CARTESIAN COORDINATES (ANGSTROEM)
1 C -2.169 0.462 -0.114  C2 1.542, H8 1.098, H9 1.085, H10 1.098
2 C -1.054 -0.290 -0.868  C1 1.542, C3 1.508, C4 1.604, H11 1.094
3 C -1.165 -0.206 -2.370  C2 1.508, H12 1.093, H13 1.089, H14 1.094
4 C 0.292 0.322 -0.245  C2 1.604, N5 1.474, C6 1.522, H15 1.089
5 N 1.020 1.208 -1.169  C4 1.474, H16 0.997, H17 1.006
6 C 1.311 -0.767 0.058  C4 1.522, O7 1.436, H18 1.089, H19 1.089
7 O 2.080 -0.409 1.217  C6 1.436, H20 0.962
8 H -3.204 0.180 -0.346  C1 1.098
9 H -2.078 1.543 -0.100  C1 1.085
10 H -2.181 0.063 0.909  C1 1.098
11 H -0.980 -1.265 -0.380  C2 1.094
12 H -0.774 -1.122 -2.820  C3 1.093
13 H -0.818 0.709 -2.848  C3 1.089
14 H -2.223 -0.232 -2.650  C3 1.094
15 H 0.088 0.811 0.706  C4 1.089
16 H 0.461 1.985 -1.447  N5 0.997
17 H 1.392 0.708 -1.959  N5 1.006
18 H 0.764 -1.645 0.401  C6 1.089
19 H 2.017 -0.978 -0.742  C6 1.089
20 H 2.085 0.538 1.381  O7 0.962
21 O 1.458 -0.304 4.622  H22 0.959, H23 0.963
22 H 2.313 -0.543 4.984  O21 0.959
23 H 1.365 -0.768 3.784  O21 0.963

Which charges does natural (NBO) predict for the atoms? In e, they are: atom 1 (C): -0.615, atom 2 (C): -0.243, atom 3 (C): -0.632, atom 4 (C): -0.062, atom 5 (N): -0.845, atom 6 (C): -0.056, atom 7 (O): -0.748, atom 8 (H): 0.210, atom 9 (H): 0.203, atom 10 (H): 0.210, atom 11 (H): 0.205, atom 12 (H): 0.217, atom 13 (H): 0.215, atom 14 (H): 0.217, atom 15 (H): 0.197, atom 16 (H): 0.356, atom 17 (H): 0.360, atom 18 (H): 0.166, atom 19 (H): 0.172, atom 20 (H): 0.476, atom 21 (O): -0.951, atom 22 (H): 0.469, atom 23 (H): 0.481



No. 2
# C5H15NO2

2 unconnected molecules or ions with the total composition C5H15NO2 in a non-equilibrium geometry (the ωB97M-V functional and the def2-TZVPD basis, the OMol25 dataset).

Energy above the lowest of the compared OMol25 structures with the same formula, charge and spin (kJ/mol): 188.1
Molar mass (g/mol): 121.180
LUMO (eV): 0.646
HOMO energy (Eh): -0.3144
Structure (SMILES): CCCCNCO.O
Spin multiplicity: 1

Each atom is followed by the atoms it is bonded to, with distances in Å.
CARTESIAN COORDINATES (ANGSTROEM)
1 C 1.178 -0.270 2.479  C2 1.527, H8 1.088, H9 1.079, H10 1.105
2 C 0.638 0.778 1.509  C1 1.527, C3 1.542, H11 1.092, H12 1.120
3 C 1.290 0.851 0.113  C2 1.542, C4 1.528, H13 1.118, H14 1.083
4 C 0.923 -0.349 -0.760  C3 1.528, N5 1.498, H15 1.081, H16 1.075
5 N -0.386 -0.294 -1.486  C4 1.498, C6 1.469, H17 1.022
6 C -1.377 -1.261 -0.998  N5 1.469, O7 1.433, H18 1.086, H19 1.105
7 O -0.743 -2.493 -0.631  C6 1.433, H20 0.968
8 H 0.296 -0.651 2.989  C1 1.088
9 H 2.036 0.092 3.026  C1 1.079
10 H 1.512 -1.114 1.849  C1 1.105
11 H -0.438 0.802 1.327  C2 1.092
12 H 0.717 1.740 2.077  C2 1.120
13 H 2.393 0.786 0.282  C3 1.118
14 H 1.194 1.878 -0.217  C3 1.083
15 H 1.575 -0.311 -1.621  C4 1.081
16 H 1.172 -1.222 -0.185  C4 1.075
17 H -0.859 0.602 -1.352  N5 1.022
18 H -1.923 -1.038 -0.086  C6 1.086
19 H -2.095 -1.427 -1.821  C6 1.105
20 H -0.778 -3.184 -1.308  O7 0.968
21 O -1.292 2.520 -0.430  H22 0.968, H23 0.969
22 H -0.394 2.730 -0.138  O21 0.968
23 H -1.753 3.363 -0.300  O21 0.969

Which charges does natural (NBO) predict for the atoms? In e, they are: atom 1 (C): -0.620, atom 2 (C): -0.411, atom 3 (C): -0.407, atom 4 (C): -0.245, atom 5 (N): -0.658, atom 6 (C): 0.101, atom 7 (O): -0.749, atom 8 (H): 0.222, atom 9 (H): 0.212, atom 10 (H): 0.198, atom 11 (H): 0.208, atom 12 (H): 0.189, atom 13 (H): 0.201, atom 14 (H): 0.181, atom 15 (H): 0.196, atom 16 (H): 0.219, atom 17 (H): 0.383, atom 18 (H): 0.145, atom 19 (H): 0.154, atom 20 (H): 0.477, atom 21 (O): -0.945, atom 22 (H): 0.473, atom 23 (H): 0.477